w:
C6H17NO2 | wB97M-V/def2-TZVPD

- SMILES string: CC(C)CCNCO.O
- Total charge: 0
- Molar mass: 135.21 g mol⁻¹
- Frontier orbital gap: 0.364 Eh

```
26
Properties=species:S:1:pos:R:3:lowdin_charge:R:1
C 1.09 0.78 1.50 -0.076
C -0.42 0.82 1.27 -0.433
C -1.21 1.40 2.45 -0.096
C -0.69 1.55 -0.07 -0.158
C -0.26 0.73 -1.34 -0.206
N -0.94 -0.55 -1.37 -0.056
C -0.62 -1.58 -2.27 -0.275
O 0.45 -2.46 -1.89 -0.088
H 1.66 0.29 0.71 0.063
H 1.60 1.72 1.56 0.076
H 1.18 0.21 2.43 0.084
H -0.82 -0.20 1.38 0.121
H -2.28 1.40 2.19 0.078
H -1.06 0.85 3.38 0.071
H -1.15 2.47 2.71 0.076
H -0.02 2.42 -0.02 0.110
H -1.64 2.05 -0.24 0.104
H 0.83 0.78 -1.31 0.108
H -0.73 1.25 -2.19 0.112
H -1.44 -0.81 -0.53 0.104
H -0.28 -1.14 -3.21 0.128
H -1.48 -2.22 -2.51 0.119
H 0.41 -2.93 -1.06 0.075
O 2.50 -2.43 -0.18 -0.062
H 1.95 -2.01 -0.85 -0.006
H 3.37 -2.38 -0.54 0.028
```

x:
C6H17NO2 | wB97M-V/def2-TZVPD

- SMILES string: CCN1CCCC1.O.O
- Total charge: 0
- Molar mass: 135.21 g mol⁻¹
- Frontier orbital gap: 0.344 Eh

```
26
Properties=species:S:1:pos:R:3:lowdin_charge:R:1
C -2.81 0.26 0.26 -0.096
C -1.47 -0.43 0.55 -0.268
N -0.26 0.31 0.19 -0.151
C 0.91 -0.29 0.89 -0.171
C 1.44 0.77 1.87 -0.167
C 0.49 1.97 1.80 -0.164
C -0.30 1.73 0.52 -0.217
H -3.56 -0.52 0.18 0.069
H -2.78 0.75 -0.71 0.074
H -3.03 0.97 1.05 0.066
H -1.44 -0.78 1.60 0.112
H -1.52 -1.39 0.01 0.107
H 1.59 -0.61 0.11 0.079
H 0.71 -1.22 1.41 0.113
H 2.47 1.02 1.62 0.102
H 1.57 0.45 2.90 0.102
H 1.03 2.91 1.78 0.104
H -0.19 1.95 2.65 0.105
H 0.11 2.30 -0.33 0.113
H -1.26 2.25 0.55 0.106
O 1.78 -2.39 -1.52 -0.071
H 2.72 -2.31 -1.75 0.046
H 1.32 -1.60 -1.83 -0.012
O 0.10 -1.10 -3.40 -0.055
H -0.03 -0.57 -2.60 0.022
H -0.57 -1.81 -3.36 0.056
```

The calculated energies rank the structures as follows, beginning with the most stable: x, w.

w:
C7H14NO | wB97M-V/def2-TZVPD

- Total charge: +1
- Molar mass: 128.19 g mol⁻¹
- Frontier orbital gap: 0.422 Eh

```
23
Properties=species:S:1:pos:R:3:lowdin_charge:R:1
C 0.83 -1.59 -0.48 0.020
C 0.06 -1.58 0.88 -0.024
C 0.11 -0.03 0.84 -0.376
C 1.22 0.65 1.64 0.007
C -2.14 0.26 -0.39 -0.045
C -1.16 0.75 0.71 -0.160
C 1.56 0.49 -2.09 -0.087
N 0.73 -0.34 -0.63 0.082
O 2.00 -0.40 -2.87 0.117
H 1.30 -2.36 -1.10 0.149
H -0.77 -2.17 1.30 0.141
H 0.89 -1.74 1.60 0.111
H 2.01 -0.04 2.01 0.112
H 0.90 1.32 2.38 0.076
H 1.61 1.38 0.92 0.093
H -2.61 -0.66 -0.19 0.077
H -1.62 0.23 -1.29 0.036
H -2.91 0.98 -0.56 0.080
H -1.62 0.50 1.58 0.093
H -1.00 1.82 0.76 0.133
H 0.64 1.14 -2.41 0.171
H 2.28 1.03 -1.59 0.093
H 1.36 -0.86 -3.33 0.101
```

x:
C7H14NO | wB97M-V/def2-TZVPD

- Total charge: +1
- Molar mass: 128.19 g mol⁻¹
- Frontier orbital gap: 0.307 Eh

```
23
Properties=species:S:1:pos:R:3:lowdin_charge:R:1
C -0.51 0.39 -0.11 -0.064
C -1.30 1.53 -0.04 -0.120
C -2.91 1.19 -0.36 0.095
C 1.78 -3.28 -0.32 -0.104
C -0.05 3.24 1.01 0.004
C 0.82 -2.11 -0.28 -0.280
C 1.54 -0.80 -0.27 -0.240
N 0.82 0.42 -0.14 0.132
O -1.12 2.78 0.24 0.057
H -1.05 -0.51 -0.29 0.114
H -2.98 0.47 0.35 0.040
H -3.13 0.88 -1.30 0.058
H -3.51 2.13 0.02 0.143
H 1.22 -4.21 -0.46 0.076
H 2.39 -3.09 -1.21 0.074
H 2.53 -3.62 0.52 0.127
H -0.42 3.75 1.83 0.090
H 0.60 3.96 0.53 0.122
H 0.57 2.37 1.31 0.104
H 0.23 -2.16 0.63 0.116
H 0.12 -2.00 -1.10 0.114
H 2.21 -0.65 0.65 0.177
H 2.13 -0.69 -1.22 0.165
```

The calculated energies rank the structures as follows, beginning with the most stable: w, x.

w:
C3H9NO | wB97M-V/def2-TZVPD

- SMILES string: C1CN1.CO
- Total charge: 0
- Molar mass: 75.11 g mol⁻¹
- Frontier orbital gap: 0.394 Eh

```
14
Properties=species:S:1:pos:R:3:lowdin_charge:R:1
C -0.85 -1.17 -0.14 -0.149
C -1.78 -0.62 0.86 -0.197
N -1.31 0.27 -0.19 -0.043
H -1.22 -1.83 -0.91 0.101
H 0.18 -1.35 0.15 0.090
H -1.41 -0.38 1.84 0.099
H -2.82 -0.95 0.83 0.101
H -2.00 0.44 -0.92 0.099
C 2.19 0.96 -0.10 -0.188
O 1.29 0.68 -1.14 -0.167
H 2.26 2.04 0.10 0.076
H 1.91 0.46 0.84 0.070
H 3.17 0.60 -0.41 0.075
H 0.38 0.87 -0.82 0.036
```

x:
C3H9NO | wB97M-V/def2-TZVPD

- SMILES string: C=CCN.O
- Total charge: 0
- Molar mass: 75.11 g mol⁻¹
- Frontier orbital gap: 0.375 Eh

```
14
Properties=species:S:1:pos:R:3:lowdin_charge:R:1
C 0.62 0.35 2.31 -0.011
C -0.03 -0.42 1.42 -0.166
C -1.54 -0.26 1.45 -0.311
N -1.84 0.53 0.24 -0.020
H 1.62 0.71 2.11 0.047
H 0.28 0.42 3.34 0.057
H 0.37 -0.68 0.45 0.095
H -2.04 -1.25 1.42 0.102
H -1.93 0.26 2.32 0.094
H -2.81 0.80 0.16 0.057
H -1.27 1.36 0.22 0.057
O 2.97 -0.48 -4.80 -0.053
H 3.28 -0.18 -5.67 0.035
H 2.34 -1.16 -4.98 0.018
```

y:
C3H9NO | wB97M-V/def2-TZVPD

- SMILES string: C/C=C/N.O
- Total charge: 0
- Molar mass: 75.11 g mol⁻¹
- Frontier orbital gap: 0.334 Eh

```
14
Properties=species:S:1:pos:R:3:lowdin_charge:R:1
C -1.48 -0.10 1.27 -0.124
C -0.54 0.07 0.14 -0.220
C 0.68 0.66 0.26 -0.245
N 1.40 1.56 -0.48 0.057
H -0.94 -0.48 2.14 0.071
H -1.88 0.84 1.67 0.074
H -2.27 -0.82 1.10 0.062
H -0.92 0.05 -0.89 0.092
H 1.15 0.68 1.27 0.123
H 2.36 1.66 -0.16 0.086
H 1.20 1.63 -1.47 0.099
O 0.43 -1.98 -2.01 -0.080
H 0.84 -2.49 -1.30 0.036
H -0.04 -1.27 -1.54 -0.029
```

z:
C3H9NO | wB97M-V/def2-TZVPD

- SMILES string: NC=O.CC
- Total charge: 0
- Molar mass: 75.11 g mol⁻¹
- Frontier orbital gap: 0.410 Eh

```
14
Properties=species:S:1:pos:R:3:lowdin_charge:R:1
N 0.40 -0.52 -2.43 0.109
C 1.63 -0.15 -1.96 -0.421
O 1.76 0.76 -1.17 0.013
H 0.22 -1.07 -3.25 0.090
H -0.41 -0.15 -1.95 0.089
H 2.48 -0.74 -2.31 0.122
C -1.07 -0.41 1.30 -0.159
C -0.47 0.84 1.94 -0.170
H -0.52 -1.32 1.53 0.061
H -1.11 -0.30 0.22 0.033
H -2.08 -0.53 1.69 0.060
H 0.07 1.46 1.23 0.053
H -1.18 1.50 2.45 0.058
H 0.27 0.63 2.72 0.061
```

The calculated energies rank the structures as follows, beginning with the most stable: z, y, x, w.